{"formula": "C3H4ClF", "method": "ωB97M-V/def2-TZVPD", "elements": ["C", "C", "C", "H", "H", "H", "H", "F", "Cl"], "xyz": [[-1.148, 0.665, 0.563], [-0.121, -0.474, 0.412], [0.147, -1.581, 1.158], [-0.817, 1.369, 1.325], [-2.134, 0.314, 0.989], [-0.475, -1.812, 2.059], [0.860, -2.388, 0.799], [-1.387, 1.253, -0.614], [1.281, -0.025, -0.732]], "forces_ev_per_a": [[-0.5, -1.7, 1.9], [2.2, -0.6, 0.5], [-1.1, 0.3, -0.9], [0.5, 0.4, -0.3], [1.0, -0.2, -0.6], [0.4, 0.1, -1.1], [-0.6, 1.6, 0.8], [-0.1, 0.7, -1.0], [-1.7, -0.4, 0.7]], "mulliken_charge": [-0.205, 0.392, -0.657, 0.225, 0.238, 0.233, 0.242, -0.242, -0.226], "total_energy_ev": -18414.29356, "homo_ev": -9.785, "de_lowest_kcal_mol": 17.99, "spin_multiplicity": 1, "smiles": "C=C(Cl)CF", "orbital_gap_ev": 10.4}